Computed, not measured: one molecule with the formula C4H9NO2 at a distorted geometry, with ωB97M-V/def2-TZVPD.

Last columns: bonded neighbours and bond lengths (Å).
Element x y z (Å)
1 C 1.74094 -0.37126 -1.43544  N2 1.465, H8 1.092, H9 1.099, H10 1.100
2 N 1.89458 0.63674 -0.38306  C1 1.465, C3 1.233
3 C 1.30268 0.98086 0.64208  N2 1.233, O4 1.620, H11 1.064
4 O -0.04311 0.55876 1.43880  C3 1.620, C5 1.415
5 C -1.21085 0.74043 0.66009  O4 1.415, C6 1.528, H12 1.104, H13 1.095
6 C -1.76855 -0.64398 0.33075  C5 1.528, O7 1.410, H14 1.100, H15 1.094
7 O -0.68687 -1.53022 0.15394  C6 1.410, H16 0.977
8 H 0.87591 -1.01447 -1.26046  C1 1.092
9 H 1.65194 0.13868 -2.40459  C1 1.099
10 H 2.66007 -0.97321 -1.49451  C1 1.100
11 H 1.33341 1.70937 1.41694  C3 1.064
12 H -1.97656 1.35278 1.16680  C5 1.104
13 H -0.92188 1.26986 -0.25392  C5 1.095
14 H -2.41476 -0.99526 1.14871  C6 1.100
15 H -2.35522 -0.61480 -0.59189  C6 1.094
16 H -0.08172 -1.24431 0.86574  O7 0.977

The energy above the lowest of the compared OMol25 structures with the same formula, charge and spin comes out at 86.9 kcal per mole. As for the SMILES: C/N=C\OCCO. The gap between HOMO and LUMO is 10.495 eV.

Here are the natural (NBO) charges for atoms 1 to 2, given in e: number 1, C, carries -0.452; number 2, N, carries -0.422